1.
Density functional theory data (ωB97M-V/def2-TZVPD) for a structure of composition C6H9NO3 at a distorted geometry.

Results
E_HOMO: -7.810 eV
DFT total energy: -13995.85074 eV
Maximum force: 3.46 eV/A
E_LUMO: -0.0115 eV
Net charge: 0

CARTESIAN COORDINATES (ANGSTROEM)
1 N 2.780 0.092 0.515
2 C 3.776 -0.818 -0.069
3 C 3.389 -2.199 -0.203
4 C 4.322 -3.180 0.188
5 O 4.167 -4.421 0.169
6 C 5.631 -2.585 0.736
7 C 5.304 -1.552 1.830
8 C 5.153 -0.651 0.590
9 O 6.053 -1.503 -0.136
10 H 2.843 0.201 1.525
11 H 1.822 -0.201 0.327
12 H 2.420 -2.462 -0.632
13 H 6.405 -3.346 0.891
14 H 4.433 -1.728 2.473
15 H 6.182 -1.275 2.423
16 H 5.474 0.398 0.626
17 H 2.830 0.906 -0.509
18 O 3.741 0.214 -1.550
19 H 3.578 -0.459 -2.218

These are the natural (NBO) partial charges, in e, on atoms 1 to 6:
1. N -0.820
2. C 0.395
3. C -0.587
4. C 0.486
5. O -0.622
6. C 0.014

---

2.
Density functional theory data (ωB97M-V/def2-TZVPD) for a structure of composition C21H43BiN2OP3 at a distorted geometry.

Results
E_HOMO: -14.725 eV
DFT total energy: -61181.67936 eV
Maximum force: 3.73 eV/A
E_LUMO: -9.8415 eV
Net charge: +3

CARTESIAN COORDINATES (ANGSTROEM)
1 Bi -0.907 -0.051 -1.267
2 P 1.156 0.214 0.792
3 P -1.318 2.324 -2.589
4 P 1.507 0.095 -2.620
5 H 0.130 -4.330 -1.381
6 C 1.024 -4.650 -0.831
7 C 1.269 -4.228 0.421
8 H 0.572 -3.548 0.921
9 C 0.540 0.006 2.505
10 C 1.890 1.904 0.873
11 C 2.624 -0.888 0.865
12 C -2.094 2.061 -4.227
13 C -2.495 3.460 -1.776
14 C 0.098 3.441 -2.917
15 C 2.212 -1.590 -2.562
16 C 2.966 1.175 -2.349
17 C 1.164 0.299 -4.409
18 H 1.684 -5.362 -1.342
19 H 2.141 -4.557 0.996
20 H -0.430 -0.506 2.498
21 H 0.429 0.984 2.995
22 H 1.257 -0.603 3.073
23 H 1.478 2.555 0.088
24 H 2.982 1.848 0.751
25 H 1.656 2.343 1.853
26 H 2.346 -1.919 0.601
27 H 2.988 -0.887 1.903
28 H 3.434 -0.543 0.209
29 H -1.768 2.827 -4.946
30 H -3.185 2.122 -4.114
31 H -1.848 1.068 -4.628
32 H -2.400 4.466 -2.215
33 H -2.304 3.528 -0.695
34 H -3.520 3.095 -1.930
35 H -0.288 4.397 -3.298
36 H 0.805 3.031 -3.650
37 H 0.645 3.640 -1.984
38 H 2.952 -1.688 -3.368
39 H 1.408 -2.322 -2.710
40 H 2.695 -1.793 -1.599
41 H 3.625 1.084 -3.226
42 H 3.531 0.878 -1.455
43 H 2.662 2.224 -2.244
44 H 2.118 0.332 -4.953
45 H 0.611 1.223 -4.617
46 H 0.572 -0.550 -4.777
47 C -1.622 -2.221 -3.769
48 C -2.930 -1.737 -4.050
49 C -3.546 -2.082 -5.247
50 C -2.935 -2.977 -6.131
51 C -1.712 -3.572 -5.785
52 C -1.073 -3.240 -4.600
53 O -0.870 -1.689 -2.830
54 H -1.361 1.833 0.685
55 H -3.381 -1.041 -3.340
56 H -4.512 -1.638 -5.492
57 H -3.414 -3.220 -7.083
58 H -1.256 -4.305 -6.450
59 H -0.126 -3.689 -4.293
60 C -3.576 2.962 4.461
61 N -3.165 2.331 3.221
62 C -3.823 1.251 2.622
63 C -3.165 0.951 1.485
64 N -2.097 1.845 1.398
65 C -2.116 2.669 2.465
66 H -4.523 3.508 4.336
67 H -3.734 2.206 5.239
68 H -2.805 3.668 4.799
69 H -4.690 0.794 3.060
70 H -3.346 0.203 0.729
71 H -1.431 3.487 2.652

These are the Löwdin partial charges, in e, on atoms 1 to 6:
1. Bi 1.370
2. P 0.676
3. P 0.669
4. P 0.729
5. H 0.046
6. C -0.058

---

3.
Density functional theory data (ωB97M-V/def2-TZVPD) for a cluster of 2 separate species, C13H22F4INO10PS3 in total at a distorted geometry.

Results
E_HOMO: -12.583 eV
DFT total energy: -96558.00975 eV
Maximum force: 4.71 eV/A
E_LUMO: -6.1965 eV
Net charge: +1

CARTESIAN COORDINATES (ANGSTROEM)
1 C -1.681 2.323 -1.968
2 C -0.825 1.604 -0.861
3 O -0.632 0.198 -1.142
4 C -1.368 -0.658 -0.330
5 P -3.156 -0.247 0.127
6 O -3.988 0.404 -1.106
7 O -3.258 0.829 1.375
8 S -4.126 -1.833 0.700
9 C -0.720 -1.075 1.042
10 C 0.802 -0.755 1.258
11 C 1.087 0.013 2.584
12 C 0.443 1.432 2.627
13 I 0.474 -1.159 4.319
14 C -0.870 -2.653 1.162
15 C -0.987 -2.974 -0.332
16 S -0.693 -4.765 -0.719
17 O -0.322 -5.037 -2.072
18 O 0.389 -5.168 0.136
19 C -2.196 -5.728 -0.128
20 F -3.273 -4.971 -0.270
21 F -1.973 -6.033 1.142
22 F -2.240 -6.834 -0.822
23 N -1.263 -1.968 -1.082
24 S -1.491 -2.156 -2.806
25 O -2.336 -3.263 -3.046
26 O -2.021 -0.978 -3.371
27 F -0.022 -2.402 -3.309
28 H -2.272 1.581 -2.528
29 H -2.281 3.113 -1.483
30 H -1.017 2.841 -2.689
31 H 0.183 2.067 -0.931
32 H -1.181 1.825 0.161
33 H -4.931 0.232 -0.912
34 H -2.380 1.041 1.739
35 H -1.237 -0.736 1.964
36 H 1.252 -0.180 0.423
37 H 1.374 -1.706 1.304
38 H 2.183 0.149 2.622
39 H -0.517 1.465 3.178
40 H 1.164 2.137 3.080
41 H 0.302 1.784 1.583
42 H -1.796 -2.989 1.691
43 H -0.081 -3.208 1.700
44 C 4.286 5.520 1.074
45 O 4.518 4.899 -0.193
46 C 3.955 3.703 -0.332
47 O 3.291 3.129 0.498
48 O 4.252 3.245 -1.551
49 C 3.713 1.960 -1.847
50 H 4.793 6.482 1.062
51 H 3.221 5.689 1.230
52 H 4.701 4.916 1.880
53 H 2.623 1.981 -1.811
54 H 4.105 1.210 -1.160
55 H 4.022 1.702 -2.857

These are the natural (NBO) partial charges, in e, on atoms 1 to 6:
1. C -0.650
2. C -0.102
3. O -0.532
4. C 0.141
5. P 1.760
6. O -0.962

---

4.
Density functional theory data (ωB97M-V/def2-TZVPD) for the ion C4H12N4 with charge +2 at a distorted geometry.

Results
E_HOMO (alpha / beta): -19.297 / -19.297 eV
DFT total energy: -10280.24381 eV
Maximum force: 5.27 eV/A
E_LUMO (alpha / beta): -11.0493 / -11.0493 eV
Net charge: +2

CARTESIAN COORDINATES (ANGSTROEM)
1 C 0.831 -0.603 -0.466
2 C -2.958 -0.709 0.292
3 C 3.237 -0.600 -0.175
4 C -2.652 0.638 -0.202
5 N -0.470 -0.202 -0.173
6 N 1.919 -0.073 -0.048
7 N 1.893 1.075 0.601
8 N -1.120 0.749 -0.590
9 H 0.919 -1.625 -0.431
10 H -2.648 -0.811 1.365
11 H -4.043 -1.108 0.271
12 H -2.367 -1.380 -0.265
13 H 3.184 -1.698 -0.419
14 H 3.628 -0.092 -1.001
15 H 3.803 -0.350 0.676
16 H -2.778 1.445 0.478
17 H -3.353 1.081 -0.943
18 H 1.116 1.538 1.031
19 H 2.745 1.240 1.174
20 H -0.886 1.485 -1.175

These are the natural (NBO) partial charges, in e, on atoms 1 to 6:
1. C 0.173
2. C -0.671
3. C -0.424
4. C -0.247
5. N -0.005
6. N 0.041